Entry 1:
62
Properties=species:S:1:pos:R:3:forces:R:3 method="wB97M-V/def2-TZVPD" de_lowest_ev=2.022 spin_multiplicity=1 smiles="Cc1ccc(CNC(=O)[C@H]2CC[C@H](CNc3c(N4CCOCC4)c(=O)c3=O)CC2)cc1" gap_ev=8.101
C 0.2166 -6.2552 4.8719 0.032 0.010 0.056
C 1.1202 -5.3256 4.1212 0.036 -0.067 -0.085
C 2.0138 -5.8026 3.1726 -0.107 -0.027 0.094
C 2.8548 -4.9392 2.4917 0.083 0.173 0.015
C 2.8279 -3.5779 2.7530 0.085 -0.092 -0.079
C 3.7161 -2.6148 2.0096 0.092 0.039 0.083
N 2.9333 -1.6195 1.3031 0.101 -0.404 -0.168
C 2.8492 -0.3341 1.7167 -0.246 0.095 -0.636
O 3.5377 0.1186 2.6065 0.138 0.201 0.394
C 1.8010 0.4826 0.9678 0.130 0.187 0.485
C 2.1339 1.9718 1.0473 0.027 -0.098 -0.283
C 1.0390 2.8145 0.4014 -0.032 -0.023 0.390
C -0.3078 2.5436 1.0738 -0.210 0.076 -0.475
C -1.4308 3.4375 0.5213 0.255 -0.053 0.579
N -1.6464 3.2990 -0.9007 0.076 0.006 -0.410
C -2.5504 2.4376 -1.3969 0.088 0.062 -0.488
C -2.9005 1.9808 -2.6723 0.234 0.311 0.058
N -2.4860 2.2141 -3.9273 -0.124 -0.042 0.412
C -1.3239 3.0270 -4.2279 0.299 0.115 -0.083
C -1.2385 3.2372 -5.7391 0.021 0.258 0.151
O -1.1352 2.0248 -6.4471 0.061 -0.014 -0.026
C -1.9577 0.9813 -5.9418 -0.201 -0.258 0.090
C -3.0745 1.4976 -5.0410 -0.016 -0.213 -0.493
C -3.9626 1.1168 -2.1339 -0.354 -0.553 -0.434
O -4.7276 0.3141 -2.6215 0.151 0.259 0.210
C -3.6109 1.6396 -0.7590 -0.133 -0.006 0.721
O -3.9978 1.4907 0.3783 0.056 0.013 -0.307
C -0.6496 1.0597 0.9474 0.048 0.072 0.392
C 0.4328 0.2127 1.6090 -0.087 -0.061 -0.372
C 1.9354 -3.0960 3.7041 0.020 -0.035 0.003
C 1.0928 -3.9584 4.3766 0.047 0.021 -0.040
H 0.5994 -6.4127 5.8806 -0.044 -0.067 0.070
H 0.1524 -7.2213 4.3772 -0.048 -0.071 0.009
H -0.7834 -5.8347 4.9573 -0.083 -0.039 0.025
H 2.0511 -6.8614 2.9591 -0.023 -0.109 -0.017
H 3.5417 -5.3307 1.7544 0.072 -0.022 -0.088
H 4.3526 -3.1494 1.2975 -0.008 0.036 0.136
H 4.3478 -2.0583 2.7085 -0.006 -0.115 -0.157
H 2.2720 -1.9640 0.6249 -0.013 0.155 0.038
H 1.7759 0.1652 -0.0810 -0.013 -0.022 0.009
H 2.2480 2.2450 2.0972 0.055 0.005 0.007
H 3.0907 2.1567 0.5549 0.045 0.023 0.087
H 0.9800 2.5617 -0.6614 -0.042 0.038 -0.109
H 1.2949 3.8734 0.4852 0.011 0.065 -0.071
H -0.2146 2.7844 2.1380 0.004 0.024 0.047
H -1.1923 4.4863 0.7238 -0.067 -0.058 0.040
H -2.3667 3.1841 1.0211 0.031 0.106 -0.010
H -0.9102 3.6365 -1.5031 -0.174 -0.075 0.007
H -0.4075 2.5274 -3.8819 -0.028 0.087 -0.026
H -1.4092 3.9991 -3.7308 0.063 -0.020 -0.075
H -2.1151 3.8100 -6.0765 0.115 -0.030 0.047
H -0.3401 3.8058 -5.9906 -0.139 0.036 0.110
H -2.3742 0.4553 -6.8051 -0.001 0.004 0.122
H -1.3292 0.2786 -5.3757 -0.116 0.052 -0.062
H -3.6708 0.6695 -4.6578 0.012 0.066 -0.059
H -3.7356 2.1631 -5.6099 0.002 -0.124 0.024
H -0.7283 0.7865 -0.1086 -0.042 -0.013 -0.079
H -1.6153 0.8594 1.4135 -0.064 -0.016 -0.066
H 0.1791 -0.8468 1.5249 0.006 -0.020 0.084
H 0.4879 0.4596 2.6714 0.022 -0.037 0.087
H 1.9104 -2.0367 3.9154 -0.016 0.146 0.035
H 0.4042 -3.5696 5.1130 -0.083 0.046 0.083

---

Entry 2:
19
Properties=species:S:1:pos:R:3:forces:R:3 method="wB97M-V/def2-TZVPD" total_charge=+1 de_lowest_ev=5.450 spin_multiplicity=1 gap_ev="8.141 / 8.142"
C 1.5808 0.5281 0.3837 4.616 -6.196 -0.285
C 2.8857 -0.3642 -0.1712 -1.319 2.103 -2.511
C -1.4905 1.5240 -1.0211 1.285 0.780 2.659
C -2.5474 -1.4271 0.3707 -0.170 0.339 0.288
C -0.8870 0.0513 -0.7403 -1.852 3.890 -1.486
N -1.2209 -0.9191 -0.2382 -2.224 -2.267 0.730
O 1.4136 0.1336 1.6605 -0.633 -1.925 2.641
H 2.8994 -1.4150 0.1473 -0.065 0.496 0.499
H 2.9141 -0.4381 -1.3165 -0.320 0.220 1.459
H 3.7849 0.2378 0.0442 -0.319 -0.721 0.448
H -1.8237 1.6064 0.1170 0.133 0.246 -2.370
H -0.7481 2.4092 -1.1264 -0.898 -2.046 -0.112
H -2.3541 1.6716 -1.7431 1.244 -1.084 0.785
H -3.3704 -1.6627 -0.3583 1.406 0.444 0.021
H -2.8696 -0.5105 0.9527 0.365 -1.374 -0.273
H -2.3900 -2.3489 0.9604 0.236 0.907 -0.130
H 1.8122 1.4501 0.5381 1.089 6.310 -0.844
H 0.7133 0.2612 -0.0877 -2.295 -0.057 -2.542
H 1.6977 -0.7878 1.6283 -0.279 -0.064 1.022

---

Entry 3:
83
Properties=species:S:1:pos:R:3:forces:R:3 method="wB97M-V/def2-TZVPD" total_charge=+2 de_lowest_ev=4.032 spin_multiplicity=1 gap_ev="4.156 / 4.328"
C -1.9967 2.8241 0.5891 0.383 -0.159 -0.192
C -0.6845 3.1302 0.1670 -0.431 -0.159 -0.570
C -0.4868 3.7435 -1.0858 0.282 -0.153 0.529
C -1.5807 4.1127 -1.8565 -0.354 0.071 -0.075
C -2.8818 3.8678 -1.4050 0.323 -0.118 0.120
C -3.0849 3.1986 -0.1926 0.086 0.091 -0.015
P 0.7231 2.3398 0.9950 -0.740 1.442 -0.173
C 2.1874 3.3267 0.6049 0.918 -0.514 -0.464
C 3.1414 2.8168 -0.2995 -0.360 0.254 0.106
C 4.1950 3.6280 -0.7175 -0.009 0.142 0.116
C 4.3303 4.9220 -0.2015 -0.163 -0.219 -0.028
C 3.4223 5.3992 0.7496 -0.025 -0.121 -0.024
C 2.3577 4.6041 1.1691 -0.155 -0.233 -0.133
Tl 0.5118 -0.6080 0.2465 3.136 -2.691 -1.047
P -1.5307 -1.9207 -1.1268 0.504 0.172 -0.223
C -1.7810 -0.7263 -2.4610 -0.768 0.643 -0.435
C -3.0483 -0.1681 -2.7347 0.617 -0.362 0.021
C -3.1657 0.8515 -3.6796 -0.308 0.082 0.011
C -2.0430 1.3721 -4.3099 0.353 0.089 -0.066
C -0.7699 0.8615 -4.0182 -0.482 -0.515 0.307
C -0.6497 -0.2077 -3.1238 -0.031 0.288 0.061
C -0.8793 -3.4612 -1.7822 0.431 -0.480 -0.188
C -0.2998 -4.3804 -0.8740 -0.043 0.332 -0.467
C 0.3768 -5.4971 -1.3579 -0.109 -0.002 0.059
C 0.4641 -5.7266 -2.7361 -0.190 0.316 0.076
C -0.1299 -4.8326 -3.6350 0.007 -0.129 0.021
C -0.7982 -3.7018 -3.1711 0.099 0.160 0.499
C -2.9782 -2.1883 -0.0753 -0.308 -0.158 0.447
C -2.8904 -1.9828 1.3180 0.049 0.519 -0.458
C -4.0464 -1.9575 2.0964 -0.084 -0.303 -0.074
C -5.2762 -2.3085 1.5249 0.205 0.134 -0.053
C -5.3508 -2.6438 0.1681 0.298 0.018 0.098
C -4.2081 -2.5768 -0.6328 0.045 0.108 -0.074
C 0.4204 2.4774 2.7838 0.102 -0.828 -0.001
C -0.4350 3.4560 3.3122 -0.275 -0.091 0.067
C -0.7385 3.4528 4.6754 0.217 -0.023 -0.186
C -0.1901 2.4797 5.5173 0.109 -0.091 -0.309
C 0.6831 1.5156 4.9970 0.088 0.100 0.086
C 1.0057 1.5188 3.6424 -0.303 0.105 -0.192
H -0.3674 -4.1891 0.1980 0.055 -0.138 -0.187
H 0.8388 -6.1946 -0.6558 -0.175 0.222 -0.239
H 0.9933 -6.6038 -3.1082 -0.143 0.250 0.093
H -0.0656 -5.0171 -4.7098 -0.048 0.051 0.371
H -1.2503 -2.9947 -3.8665 0.160 -0.200 0.099
H -3.9255 -0.5414 -2.2100 0.143 0.164 -0.169
H -4.1582 1.2505 -3.9140 0.412 -0.143 0.113
H -2.1377 2.1913 -5.0312 -0.031 -0.355 0.311
H 0.1147 1.2826 -4.4852 -0.117 -0.112 0.011
H 0.3447 -0.6116 -2.9083 -0.278 0.035 -0.104
H -1.9140 -1.7954 1.7685 -0.372 0.103 -0.023
H -3.9915 -1.6687 3.1501 0.019 -0.303 -0.371
H -6.1739 -2.3261 2.1492 0.310 0.027 -0.290
H -6.2993 -2.9444 -0.2709 0.202 0.040 0.092
H -4.2586 -2.8248 -1.6969 -0.116 0.092 0.337
H -0.8719 4.2117 2.6581 0.053 -0.229 0.208
H -1.4129 4.2106 5.0736 0.231 -0.174 -0.081
H -0.4410 2.4726 6.5791 0.074 -0.011 -0.331
H 1.1159 0.7602 5.6562 -0.124 0.268 -0.216
H 1.6858 0.7699 3.2266 -0.181 0.194 0.217
H 3.0474 1.7886 -0.6644 0.047 0.451 0.045
H 4.9097 3.2542 -1.4504 -0.149 0.081 0.243
H 5.1514 5.5575 -0.5386 -0.263 -0.206 0.134
H 3.5389 6.4002 1.1654 -0.019 -0.292 -0.100
H 1.6524 4.9642 1.9171 0.171 0.027 -0.192
H 0.5333 3.9040 -1.4534 -0.421 0.048 0.135
H -1.4175 4.5833 -2.8271 -0.072 -0.072 0.304
H -3.7371 4.1761 -2.0018 0.183 -0.074 0.084
H -4.0944 2.9620 0.1436 0.249 0.103 -0.091
H -2.1478 2.2335 1.4981 -0.049 0.349 -0.188
H -0.4336 -0.1789 1.5262 -0.650 -0.323 2.055
H -0.5838 0.5409 0.0888 -1.677 2.479 0.048
Te 2.8737 -1.2244 -1.0369 -0.695 0.116 0.429
C 3.7327 -2.5907 0.2872 0.538 -0.533 0.488
C 4.2608 -3.7543 -0.3044 0.131 0.341 0.553
C 5.0589 -4.6105 0.4751 -0.333 0.547 0.239
C 5.2897 -4.3096 1.8277 -0.263 0.111 -0.380
C 4.7387 -3.1576 2.4135 -0.256 -0.033 -0.399
C 3.9593 -2.2832 1.6448 0.204 -0.235 -0.445
H 4.0790 -3.9357 -1.3673 0.100 -0.160 0.403
H 5.4919 -5.4990 0.0232 -0.061 0.149 0.124
H 5.9012 -4.9829 2.4277 -0.149 0.207 -0.145
H 4.9178 -2.9389 3.4662 -0.012 -0.066 -0.293
H 3.5574 -1.3473 2.0573 0.259 -0.515 -0.068

---

Entry 4:
24
Properties=species:S:1:pos:R:3:forces:R:3 method="wB97M-V/def2-TZVPD" de_lowest_ev=5.256 spin_multiplicity=1 gap_ev=8.000
C 0.7503 -0.9834 -0.0524 0.093 0.311 -0.051
C 1.6530 -2.1214 0.4460 -0.091 0.127 -0.064
C 0.3060 -1.3033 -1.4854 0.061 0.043 0.132
C -0.3998 -0.7429 0.8890 -1.258 1.829 -0.045
N -0.1564 1.9306 -0.7523 -2.514 -0.330 0.603
C 1.4764 0.3392 0.1078 -0.011 0.778 -0.337
C 1.0407 1.5929 -0.2210 0.901 -1.183 1.451
C -1.4586 1.8642 0.5551 1.060 1.510 -1.672
C -2.7403 1.8917 0.1692 0.248 -0.307 -0.123
H -0.5365 1.1707 -1.3088 0.090 0.092 -0.071
H 2.3842 0.2934 0.7007 0.148 0.038 -0.095
H 1.5812 2.4313 0.2129 0.198 -0.018 -0.208
H -1.1004 2.5845 1.2821 0.088 -0.122 0.070
H 1.9847 -1.9408 1.4697 -0.021 0.014 0.005
H 1.1226 -3.0742 0.4183 -0.008 -0.003 0.011
H 1.1605 -1.2772 -2.1624 0.004 -0.021 0.005
H -0.4397 -0.6071 -1.8669 -0.022 -0.032 -0.006
H -0.1334 -2.3023 -1.5210 -0.010 0.004 0.011
H -0.1745 -0.8745 1.9413 0.003 -0.111 0.010
H -0.9430 0.6057 0.8134 1.158 -2.103 0.129
H -1.3724 -1.1284 0.5962 -0.052 -0.371 0.068
H 2.5404 -2.1998 -0.1868 -0.010 -0.006 -0.013
H -3.4186 2.6601 0.5154 -0.093 -0.280 0.460
H -3.1265 1.1911 -0.5600 0.037 0.140 -0.271

---

Entry 5:
105
Properties=species:S:1:pos:R:3:forces:R:3 method="wB97M-V/def2-TZVPD" total_charge=-1 spin_multiplicity=1 gap_ev=5.907
C 2.6216 -0.5033 3.9604 0.034 0.068 0.082
C 2.0950 0.5013 2.9984 -0.311 0.617 -0.763
C 2.0441 1.8579 3.3359 -0.415 0.067 -0.997
C 1.5282 2.7918 2.4179 0.138 -0.846 -0.113
C 1.0903 2.3731 1.1626 0.431 -0.388 0.650
C 1.1729 1.0210 0.7788 0.228 0.310 0.760
C 0.7689 0.6064 -0.5748 0.300 -0.189 -0.189
Nb 2.6310 0.0368 -1.7832 -2.312 -0.883 0.030
O 1.6602 0.1146 -3.6829 -0.391 -1.110 2.783
C 2.2668 0.7288 -4.5574 -0.965 -0.791 0.848
N 2.7932 1.3163 -5.3602 2.062 2.316 -3.493
C 2.4291 -2.1916 -1.4667 0.675 -0.183 0.450
C 3.5259 -3.0740 -1.3253 -0.754 -0.884 -0.009
C 3.3601 -4.4689 -1.2146 -0.861 0.806 -0.205
C 2.0695 -5.0280 -1.2554 0.371 1.687 -0.047
C 0.9645 -4.1744 -1.3748 0.812 0.321 -0.107
C 1.1434 -2.7809 -1.4590 0.574 -0.708 -0.081
C 1.6678 0.1004 1.7226 -0.094 0.874 0.286
H 3.5210 -0.9608 3.5753 0.335 -0.241 -0.136
H 2.8437 -0.0525 4.9152 0.072 0.165 0.321
H 1.8919 -1.2755 4.1357 -0.289 -0.392 0.076
H 2.4059 2.1747 4.2930 0.061 0.147 0.450
H 1.4776 3.8432 2.6531 0.063 0.223 0.197
H 0.6957 3.0912 0.4633 -0.085 0.196 -0.222
H 0.1210 -0.2588 -0.4915 -0.243 -0.298 -0.249
H 0.2522 1.4113 -1.0828 -0.279 0.184 -0.219
H 4.1137 -0.4132 -2.7737 0.006 0.171 0.045
H 3.0399 1.8170 -2.0476 0.606 -0.119 0.245
H 3.8438 0.1884 -0.4882 0.224 0.143 -0.541
H 4.5221 -2.6710 -1.3225 0.272 0.126 -0.003
H 4.2210 -5.1081 -1.1332 0.251 -0.180 0.069
H 1.9077 -6.0741 -1.2266 -0.001 -0.783 0.105
H -0.0257 -4.5939 -1.4259 -0.292 -0.002 0.095
H 0.2563 -2.1769 -1.5459 -0.244 0.185 0.041
H 1.7286 -0.9405 1.4504 0.020 -0.296 -0.084
C -3.8762 -3.0944 -4.0410 -0.043 0.060 -0.071
S -2.2181 -3.5718 -3.5469 0.106 -0.036 -0.093
O -2.2180 -3.5584 -2.0625 -0.030 0.011 0.142
C -1.3998 -2.0651 -4.0859 -0.021 0.038 -0.013
H -4.5432 -3.9015 -3.7502 0.012 -0.037 -0.020
H -4.1424 -2.1680 -3.5313 0.031 -0.010 0.018
H -3.9067 -2.9687 -5.1231 -0.024 -0.007 -0.009
H -1.8358 -1.2096 -3.5695 -0.004 -0.010 0.022
H -1.5102 -1.9642 -5.1662 0.020 0.005 -0.003
H -0.3451 -2.1474 -3.8303 0.015 -0.008 -0.009
C -0.8318 2.6273 7.0900 0.131 -0.007 0.246
S -1.0790 0.8514 6.9942 -0.080 0.278 -0.182
O 0.0904 0.2939 6.2647 0.066 -0.101 0.051
C -2.4082 1.0337 5.8044 -0.094 -0.173 -0.201
H 0.0165 2.8366 7.7335 0.025 0.009 0.036
H -0.6458 3.0077 6.0862 -0.005 -0.069 -0.021
H -1.7235 3.0890 7.5130 0.019 0.040 0.015
H -2.0277 1.6014 4.9556 -0.068 -0.058 -0.050
H -3.2338 1.5687 6.2738 -0.017 -0.021 0.012
H -2.7414 0.0526 5.4723 0.038 -0.045 0.060
C 3.9675 5.1932 0.8381 0.000 -0.016 -0.009
S 3.3655 6.7038 1.5941 0.167 -0.124 -0.124
O 2.0771 6.3635 2.2573 -0.258 0.050 0.209
C 2.9382 7.5382 0.0632 -0.001 0.013 -0.056
H 4.2335 4.5080 1.6399 -0.012 -0.016 0.017
H 3.1802 4.7479 0.2301 -0.009 -0.011 0.012
H 4.8460 5.4189 0.2339 0.007 -0.008 0.001
H 2.2323 6.9220 -0.4930 0.001 -0.017 0.014
H 3.8438 7.7082 -0.5184 -0.001 0.004 -0.011
H 2.4815 8.4900 0.3252 -0.002 0.011 0.015
C -4.2503 4.1712 1.4487 -0.053 0.044 -0.035
S -2.6527 3.4028 1.7512 0.188 0.051 0.034
O -2.6918 2.8984 3.1476 -0.141 -0.083 0.180
C -1.7195 4.9323 1.8247 0.062 0.070 -0.131
H -4.9912 3.3757 1.4168 -0.012 -0.016 -0.001
H -4.4805 4.8648 2.2580 0.034 -0.025 0.013
H -4.2217 4.6887 0.4900 -0.024 -0.004 -0.020
H -2.1360 5.5708 2.6041 -0.026 -0.042 0.012
H -1.7573 5.4267 0.8538 0.035 0.021 -0.007
H -0.6907 4.6709 2.0620 0.029 -0.015 -0.001
C -5.3339 -7.6316 -7.2412 -0.036 -0.043 -0.053
S -4.1263 -6.3467 -6.8971 0.032 -0.021 -0.027
O -4.2153 -6.0614 -5.4452 -0.025 0.036 0.079
C -5.0138 -5.0302 -7.7379 -0.022 0.032 -0.054
H -4.9870 -8.5389 -6.7526 0.009 -0.012 0.015
H -6.2997 -7.3349 -6.8330 0.013 0.017 0.020
H -5.3973 -7.7917 -8.3175 0.000 -0.017 -0.002
H -6.0031 -4.9234 -7.2933 0.010 -0.008 0.025
H -5.0860 -5.2613 -8.8005 0.005 0.014 -0.008
H -4.4424 -4.1152 -7.5998 0.014 0.012 0.000
C 0.8740 -6.4809 -4.5528 0.021 0.016 -0.073
S -0.0394 -7.4965 -3.3920 -0.178 0.052 0.031
O 0.8488 -7.7128 -2.2240 0.048 -0.240 0.100
C 0.0246 -9.0217 -4.3437 0.006 0.028 -0.155
H 0.9825 -5.4984 -4.0962 0.008 0.009 0.022
H 1.8562 -6.9219 -4.7234 0.002 -0.004 0.024
H 0.3092 -6.4028 -5.4822 -0.007 0.027 0.004
H 1.0650 -9.2863 -4.5336 0.006 0.020 0.026
H -0.5185 -8.8838 -5.2790 -0.009 -0.025 -0.010
H -0.4543 -9.7951 -3.7478 -0.010 0.009 0.026
C 0.7603 5.7502 5.4923 0.030 0.111 -0.025
S 1.5083 5.8053 7.1217 0.042 0.029 -0.167
O 0.5181 5.2511 8.0821 -0.086 0.018 0.135
C 1.4293 7.5916 7.2938 0.051 0.084 -0.009
H 0.6691 4.7088 5.2030 0.024 -0.131 -0.042
H -0.2258 6.2130 5.5351 -0.020 -0.015 0.050
H 1.4001 6.2685 4.7778 0.022 -0.041 -0.078
H 0.3927 7.9146 7.2004 -0.012 -0.028 0.007
H 2.0502 8.0542 6.5269 0.005 0.010 -0.001
H 1.8115 7.8414 8.2810 0.001 0.000 0.018

---

Entry 6:
24
Properties=species:S:1:pos:R:3:forces:R:3 method="wB97M-V/def2-TZVPD" de_lowest_ev=0.436 spin_multiplicity=1 smiles=Cc1ccccc1.CCS gap_ev=9.577
C 1.4309 2.8741 -1.9844 0.045 0.877 -0.657
C 1.3358 1.7868 -0.9630 -0.959 0.146 -0.148
C 1.4253 0.4490 -1.3193 -0.111 -0.108 0.170
C 1.3853 -0.5591 -0.3552 0.310 0.678 -0.728
C 1.2599 -0.1980 0.9734 -0.947 -0.309 -0.095
C 0.9010 1.1095 1.2954 1.239 -0.415 0.390
C 0.9582 2.1099 0.3440 0.654 -0.129 -0.088
H 1.9862 2.6640 -2.9010 0.176 -0.546 0.258
H 1.9096 3.7610 -1.5684 -0.027 0.033 0.147
H 0.4609 3.2108 -2.3660 -0.144 -0.142 0.335
H 1.4680 0.2023 -2.3729 0.297 -0.101 0.005
H 1.4564 -1.5709 -0.7223 0.156 -0.191 0.353
H 1.2818 -0.9515 1.7511 0.044 0.001 0.035
H 0.8195 1.3198 2.3501 -0.414 0.341 0.098
H 0.8425 3.1466 0.6364 -0.156 0.003 -0.062
C -2.4631 -0.1071 0.6894 0.568 -0.314 -0.136
C -2.1870 -1.5352 1.2207 0.147 0.700 -0.085
S -1.3453 -2.5895 -0.0019 -0.348 -0.382 -0.166
H -3.5332 0.0752 0.6502 0.012 0.276 -0.032
H -2.0142 0.0191 -0.2967 -0.311 -0.121 -0.153
H -1.9380 0.6444 1.2786 -0.342 0.005 0.296
H -1.5797 -1.4631 2.1192 0.029 -0.265 0.013
H -3.1235 -2.0205 1.4820 0.058 -0.129 0.031
H -0.1512 -2.7280 0.5709 0.023 0.091 0.219

---

It is found that the DFT total energy values, taken in the order of the records, are -1398.36042; -327.25929; -2745.12587; -368.37960; -4641.01140; -749.49691 hartree.